1.
C11H25N5O8Pb | ωB97M-V with the def2-TZVPD basis set

Results
* F_max: 3.02 eV Å⁻¹
* energy above the lowest of the compared OMol25 structures with the same formula, charge and spin: 0.000 eV
* calculated total energy: -1502.32645 Ha
* HOMO energy (spin up / spin down): -6.7 / -6.4 eV
* orbital gap (spin up / spin down): 6.04 / 5.48 eV

The geometry in ORCA input format:
```
! wB97M-V def2-TZVPD RIJCOSX def2/J DEFGRID3
* xyz 0 1
O 0.148 -1.346 -3.783
H -0.251 -1.259 -4.666
Pb 0.511 0.429 -0.921
N 1.619 -2.003 -1.192
N -0.662 -2.070 -0.022
N 0.103 2.945 -0.860
N -1.556 1.353 0.570
O 2.734 -1.883 -1.689
O 1.146 3.799 -1.221
O -2.212 0.563 1.478
O -1.674 -2.056 0.741
C -0.289 -3.251 -0.598
C 0.937 -3.194 -1.304
C -0.571 3.476 0.151
C -1.513 2.638 0.901
C 1.454 -4.226 -2.225
H 1.268 -3.919 -3.268
H 0.961 -5.190 -2.059
H 2.538 -4.342 -2.082
C -1.160 -4.455 -0.532
H -2.040 -4.327 -1.183
H -1.508 -4.601 0.500
H -0.624 -5.351 -0.867
C -0.180 4.829 0.601
C -2.276 3.232 2.042
H 0.214 5.410 -0.233
H 0.612 4.745 1.360
H -1.016 5.353 1.065
H -2.931 2.477 2.481
H -2.880 4.077 1.694
H -1.598 3.616 2.815
H 1.624 3.315 -1.922
H -1.983 -0.370 1.162
C -1.358 -0.095 -2.155
H -0.929 -0.824 -2.932
H -1.674 0.833 -2.651
H -2.135 -0.574 -1.552
O 1.388 0.618 -3.041
H 0.778 -0.430 -3.564
H 1.005 1.407 -3.445
N 0.883 -0.371 4.113
C 2.013 0.313 3.406
C 1.517 0.410 1.960
O 2.153 1.129 1.147
O 0.448 -0.249 1.707
H 0.439 0.273 4.775
H 1.217 -1.166 4.663
H 0.214 -0.676 3.345
H 2.190 1.304 3.833
H 2.903 -0.317 3.459
*
```

Taken from the Löwdin analysis, the atomic charges in e are:
1 O -0.2214
2 H 0.0457
3 Pb 1.5158
4 N -0.1600
5 N -0.1385
6 N -0.0585
7 N -0.0195
8 O -0.0646
9 O -0.0658
10 O -0.0589
11 O -0.1510
12 C -0.2643
13 C -0.2636
14 C -0.2639
15 C -0.2597
16 C -0.0347
17 H 0.0933
18 H 0.0637
19 H 0.0816
20 C -0.0356
21 H 0.0946
22 H 0.0767
23 H 0.0628
24 C -0.0221
25 C -0.0260
26 H 0.0865
27 H 0.1101
28 H 0.0797
29 H 0.0751
30 H 0.0901
31 H 0.0888
32 H 0.1055
33 H 0.0531
34 C -0.1733
35 H -0.0395
36 H 0.0133
37 H 0.0006
38 O -0.3937
39 H -0.0209
40 H -0.0071
41 N 0.1616
42 C -0.0414
43 C -0.6487
44 O -0.0680
45 O -0.1472
46 H 0.1647
47 H 0.1630
48 H 0.1476
49 H 0.1352
50 H 0.1387


2.
C11H25NO6P | ωB97M-V with the def2-TZVPD basis set

Results
* F_max: 2.97 eV Å⁻¹
* calculated total energy: -1281.71237 Ha
* HOMO energy: -2.4 eV
* orbital gap: 4.61 eV

The geometry in ORCA input format:
```
! wB97M-V def2-TZVPD RIJCOSX def2/J DEFGRID3
* xyz -1 1
C -3.049 0.922 2.935
C -2.019 0.033 2.263
O -2.354 -1.327 2.572
P -1.369 -2.513 2.104
O -1.178 -3.473 3.186
C 0.227 -1.850 1.589
C 0.340 -1.214 0.210
C 1.672 -0.585 -0.062
C 1.606 0.213 -1.358
C 0.962 1.595 -1.105
N 1.882 2.686 -1.330
O 2.662 -1.654 -0.119
C 3.892 -1.283 0.308
O 4.651 -0.537 -0.299
O -2.109 -3.227 0.887
C -2.570 -2.410 -0.199
C -4.036 -2.621 -0.467
H -2.630 1.868 3.237
H -3.402 0.415 3.822
H -3.913 1.052 2.304
H -2.074 0.222 1.202
H -1.046 0.300 2.646
H 0.882 -2.706 1.614
H 0.587 -1.186 2.361
H -0.407 -0.456 0.029
H 0.196 -1.973 -0.548
H 1.947 0.093 0.739
H 0.961 -0.345 -2.031
H 2.572 0.289 -1.823
H 0.075 1.654 -1.743
H 0.583 1.620 -0.087
H 1.668 3.504 -0.792
H 1.881 2.940 -2.305
H 4.222 -1.740 1.250
H -2.017 -2.699 -1.082
H -2.376 -1.356 -0.058
H -4.364 -1.811 -1.106
H -4.197 -3.527 -1.028
H -4.639 -2.584 0.427
C 3.238 4.745 -3.606
O 2.382 5.133 -2.649
H 2.912 3.861 -4.241
H 3.491 5.515 -4.392
H 4.259 4.417 -3.254
*
```

Taken from the Löwdin analysis, the atomic charges in e are:
1 C -0.0571
2 C -0.2820
3 O -0.1861
4 P 0.4720
5 O -0.2645
6 C -0.1840
7 C -0.1918
8 C -0.3297
9 C -0.1241
10 C -0.2881
11 N 0.0256
12 O -0.0239
13 C -0.3078
14 O 0.0848
15 O -0.1715
16 C -0.2863
17 C -0.0599
18 H 0.0756
19 H 0.0776
20 H 0.0716
21 H 0.0954
22 H 0.1117
23 H 0.1013
24 H 0.0992
25 H 0.0916
26 H 0.1225
27 H 0.1510
28 H 0.1075
29 H 0.1124
30 H 0.1009
31 H 0.0953
32 H 0.0532
33 H 0.0420
34 H 0.1383
35 H 0.1167
36 H 0.0830
37 H 0.0776
38 H 0.0729
39 H 0.0805
40 C -0.5346
41 O -0.4384
42 H 0.0192
43 H 0.0213
44 H 0.0286


3.
C11H26Cl2IrN4 | ωB97M-V with the def2-TZVPD basis set

Results
* F_max: 3.83 eV Å⁻¹
* energy above the lowest of the compared OMol25 structures with the same formula, charge and spin: 0.931 eV
* calculated total energy: -1676.47975 Ha
* HOMO energy (spin up / spin down): -20.6 / -24.1 eV
* orbital gap (spin up / spin down): 7.76 / 5.81 eV

The geometry in ORCA input format:
```
! wB97M-V def2-TZVPD RIJCOSX def2/J DEFGRID3
* xyz 4 6
Ir -0.873 -0.599 -0.082
C 1.425 0.484 1.847
C 1.101 -0.980 2.418
N -0.342 -1.321 1.897
C -1.401 -0.853 2.872
C -2.331 0.136 2.199
N -2.678 -0.254 0.827
C -3.494 0.683 0.094
C -2.790 1.864 -0.691
C -2.189 1.460 -2.000
N -1.155 0.367 -1.944
C 0.124 0.871 -2.459
C 1.211 -0.029 -1.910
N 1.147 -0.342 -0.480
C 1.959 0.485 0.443
H 2.108 0.865 2.660
H 0.581 1.093 1.926
H 0.994 -0.994 3.581
H 1.803 -1.850 2.086
H -0.282 -2.362 1.849
H -0.842 -0.374 3.667
H -1.841 -1.822 3.201
H -1.840 1.104 2.195
H -3.248 0.311 2.786
H -3.303 -1.113 0.955
H -4.280 1.002 0.716
H -4.008 0.014 -0.651
H -2.073 2.427 -0.045
H -3.546 2.531 -1.064
H -1.895 2.301 -2.677
H -2.882 0.956 -2.671
H -1.430 -0.512 -2.486
H 0.292 1.884 -2.188
H 0.084 0.805 -3.605
H 2.217 0.263 -2.228
H 1.164 -1.043 -2.363
H 1.540 -1.266 -0.517
H 2.098 1.473 0.011
H 2.955 -0.011 0.448
Cl 6.543 -1.104 -0.807
C 5.196 -1.447 -1.868
Cl 4.043 -2.625 -1.118
H 5.464 -1.961 -2.791
H 4.674 -0.515 -2.034
*
```

Taken from the Löwdin analysis, the atomic charges in e are:
1 Ir 1.8075
2 C -0.1455
3 C -0.0930
4 N -0.2359
5 C -0.1263
6 C -0.1766
7 N -0.2515
8 C -0.1556
9 C -0.1141
10 C -0.1782
11 N -0.2159
12 C -0.1526
13 C -0.2004
14 N -0.2367
15 C -0.1715
16 H 0.1666
17 H 0.0792
18 H 0.1670
19 H 0.1597
20 H 0.1422
21 H 0.1325
22 H 0.1669
23 H 0.1302
24 H 0.1716
25 H 0.2051
26 H 0.1363
27 H 0.1631
28 H 0.1404
29 H 0.1432
30 H 0.1707
31 H 0.1467
32 H 0.1803
33 H 0.1324
34 H 0.1960
35 H 0.1412
36 H 0.1442
37 H 0.0774
38 H 0.1492
39 H 0.1318
40 Cl 1.0826
41 C -0.8113
42 Cl 0.6384
43 H 0.1004
44 H 0.0624


4.
C11H26MnN2O2P2S | ωB97M-V with the def2-TZVPD basis set

Results
* F_max: 3.52 eV Å⁻¹
* calculated total energy: -2926.08835 Ha
* HOMO energy (spin up / spin down): -8.7 / -9.8 eV
* orbital gap (spin up / spin down): 4.36 / 3.87 eV

The geometry in ORCA input format:
```
! wB97M-V def2-TZVPD RIJCOSX def2/J DEFGRID3
* xyz 1 7
Mn -0.024 -0.007 0.642
P -2.000 -1.081 0.807
P -0.588 2.217 0.632
N 0.522 -1.806 -0.033
N 1.593 0.656 -0.358
H 2.067 -2.409 -1.376
H 3.488 -0.286 -0.447
H 2.598 -2.173 0.300
C 1.931 -1.793 -0.484
H 2.584 -0.288 -1.938
C 2.461 -0.388 -0.845
H 0.209 -3.788 -0.496
H 2.611 2.255 -1.301
C -0.313 -2.841 -0.270
C 1.753 1.952 -0.692
C -1.811 -2.870 0.040
C 0.793 2.889 -0.315
H -2.088 -3.449 0.998
H 0.911 3.937 -0.586
H -1.721 2.593 -0.143
H -0.586 3.074 1.766
H -3.210 -0.352 0.664
H -2.189 -1.603 2.121
H -0.214 0.724 -2.704
C -1.300 0.701 -2.906
C -1.612 2.127 -3.395
C -1.393 -0.482 -3.934
O -1.793 0.633 -1.647
H -1.006 2.476 -4.230
H -2.660 2.214 -3.654
H -1.501 2.843 -2.580
H -0.841 -1.318 -3.505
H -2.409 -0.844 -4.131
H -0.902 -0.216 -4.882
H -2.445 -3.299 -0.762
C 1.770 -1.099 3.831
S 1.116 0.390 3.083
C -0.224 0.790 4.232
O 2.155 1.457 3.201
H 0.942 -1.692 4.236
H 2.465 -0.791 4.622
H 2.302 -1.663 3.055
H -0.478 -0.118 4.796
H 0.149 1.575 4.906
H -1.107 1.149 3.683
*
```

Taken from the Löwdin analysis, the atomic charges in e are:
1 Mn 0.3740
2 P 0.8801
3 P 0.8664
4 N -0.2293
5 N -0.0783
6 H 0.1217
7 H 0.1408
8 H 0.1054
9 C -0.1967
10 H 0.1391
11 C -0.1755
12 H 0.1081
13 H 0.1453
14 C -0.2952
15 C -0.1667
16 C -0.3013
17 C -0.2086
18 H 0.0752
19 H 0.0953
20 H -0.0085
21 H -0.0202
22 H -0.0259
23 H -0.0432
24 H 0.0901
25 C -0.6211
26 C -0.0632
27 C -0.0432
28 O -0.3100
29 H 0.0732
30 H 0.0741
31 H 0.0445
32 H 0.0530
33 H 0.0714
34 H 0.0770
35 H 0.0880
36 C -0.2152
37 S 0.7191
38 C -0.2197
39 O -0.4970
40 H 0.0635
41 H 0.0809
42 H 0.0554
43 H 0.0588
44 H 0.0784
45 H 0.0398


5.
C11H26N2O6PRb | ωB97M-V with the def2-TZVPD basis set

Results
* F_max: 2.32 eV Å⁻¹
* energy above the lowest of the compared OMol25 structures with the same formula, charge and spin: 0.507 eV
* calculated total energy: -1361.19546 Ha
* HOMO energy: -8.5 eV
* orbital gap: 8.61 eV

The geometry in ORCA input format:
```
! wB97M-V def2-TZVPD RIJCOSX def2/J DEFGRID3
* xyz 0 1
Rb 1.299 0.333 -0.757
O 4.449 -3.715 -1.245
C 3.775 -2.567 -1.070
O 2.639 -2.516 -0.682
C 4.633 -1.371 -1.399
O 3.839 -0.228 -1.319
C 4.531 0.957 -0.932
C 3.497 1.917 -0.271
O 3.335 3.009 -0.833
O 2.902 1.462 0.735
H 3.874 -4.452 -1.005
H 5.078 -1.506 -2.392
H 5.453 -1.343 -0.674
H 4.985 1.436 -1.801
H 5.304 0.725 -0.192
C -2.204 3.723 0.418
P -0.589 2.911 0.191
C -0.232 2.192 1.823
C 0.589 4.241 -0.077
O -0.643 1.902 -0.903
H -2.174 4.473 1.208
H -2.942 2.958 0.662
H -2.486 4.195 -0.524
H -0.463 2.910 2.610
H 0.825 1.919 1.875
H -0.857 1.305 1.945
H 0.470 5.040 0.654
H 0.423 4.627 -1.084
H 1.606 3.839 -0.043
C -2.945 -3.108 1.405
C -2.992 -1.973 0.375
C -3.737 -0.771 0.953
C -3.690 -2.450 -0.897
N -1.650 -1.470 0.030
N -0.751 -2.369 -0.601
H -3.954 -3.433 1.666
H -2.442 -2.779 2.317
H -2.410 -3.976 1.012
H -4.774 -1.025 1.173
H -3.708 0.049 0.234
H -3.259 -0.435 1.878
H -4.741 -2.657 -0.693
H -3.238 -3.366 -1.279
H -3.630 -1.679 -1.668
H -1.199 -1.147 0.877
H -1.060 -2.504 -1.553
H -0.736 -3.280 -0.148
*
```

Taken from the Löwdin analysis, the atomic charges in e are:
1 Rb 1.1888
2 O 0.1214
3 C -0.4890
4 O 0.0849
5 C -0.1238
6 O -0.2595
7 C -0.1196
8 C -0.7817
9 O -0.0205
10 O -0.2252
11 H 0.1294
12 H 0.1479
13 H 0.1456
14 H 0.1271
15 H 0.1274
16 C -0.1727
17 P 0.4979
18 C -0.1650
19 C -0.1572
20 O -0.5687
21 H 0.0499
22 H 0.0435
23 H 0.0533
24 H 0.0570
25 H 0.0316
26 H 0.0409
27 H 0.0598
28 H 0.0660
29 H 0.0247
30 C -0.0481
31 C -0.6423
32 C -0.0464
33 C -0.0500
34 N -0.0969
35 N -0.0012
36 H 0.0848
37 H 0.0830
38 H 0.0692
39 H 0.0852
40 H 0.0830
41 H 0.0785
42 H 0.0845
43 H 0.0737
44 H 0.0896
45 H 0.0956
46 H 0.0736
47 H 0.0701